(1)
A molecular structure, C20H21FN4O2 at a distorted geometry. Source: the Open Molecules 2025 dataset; level of theory: ωB97M-V with the def2-TZVPD basis set.

The value obtained for the LUMO energy is -0.330 eV. For the energy above the lowest of the compared OMol25 structures with the same formula, charge and spin, the calculation gives 1915.6 kJ/mol. The multiplicity is 1. Its net charge is 0. As for the HOMO energy: -0.28502 hartree.

Each line ends with the Löwdin charge.
Positions of all 48 atoms, in Å:
C -4.112 3.465 -1.064  -0.186
H -3.441 4.146 -1.679  0.099
H -4.542 2.649 -1.803  0.126
H -4.969 4.119 -0.997  0.081
C -3.403 3.110 0.052  -0.312
N -2.261 2.092 0.150  -0.195
C -2.476 0.761 -0.263  -0.144
C -2.151 -0.339 0.428  -0.683
O -1.939 -0.141 1.626  0.042
N -2.015 -1.489 0.001  0.070
H -2.229 -1.853 -0.992  0.196
C -1.503 -2.814 0.633  -0.076
C -0.058 -2.968 0.124  -0.267
C -0.031 -4.481 -0.168  0.044
C 1.298 -4.796 -0.828  -0.027
C 2.356 -3.909 -0.663  -0.164
C 2.185 -2.427 -0.309  0.121
C 0.926 -2.196 0.211  -0.085
H 0.549 -1.183 0.399  0.128
H 2.890 -1.916 -0.340  -0.036
F 3.521 -4.254 -1.376  -0.016
H 1.477 -5.991 -0.889  0.153
H -0.826 -5.247 -0.083  0.100
H -1.410 -2.442 1.950  0.226
H -2.347 -3.604 0.451  0.139
H -3.780 0.649 -0.564  0.230
H -2.024 0.735 -1.396  0.181
C -1.316 2.598 -0.509  -0.236
C 0.165 1.968 0.115  -0.291
N 1.036 1.856 -0.759  0.168
C 2.120 1.199 -0.428  -0.119
C 3.293 1.048 -1.396  0.047
C 4.389 0.494 -0.807  -0.149
C 4.719 0.251 0.505  -0.133
C 3.662 0.407 1.424  0.037
C 2.210 0.812 1.009  -0.117
C 1.257 1.171 1.757  -0.275
O 1.278 0.831 3.371  -0.283
N 0.138 1.653 1.338  0.211
H -0.700 1.578 1.963  0.198
H 3.690 0.229 2.633  0.162
H 5.596 -0.422 1.073  0.174
H 5.344 0.290 -1.498  0.150
H 3.236 1.361 -2.271  0.019
H -1.124 2.570 -1.652  0.138
H -1.200 3.880 -0.127  0.205
H -4.266 2.542 0.798  0.173
H -3.208 4.006 0.849  0.174

***

(2)
C20H21FN4O2 in the gas phase. Source: the Open Molecules 2025 dataset; level of theory: ωB97M-V with the def2-TZVPD basis set.

The structure (SMILES) is CCC(=O)NCCc1nc2cc(NC(=O)c3ccc(F)cc3)ccc2n1C. The value obtained for the LUMO energy is 0.598 eV. For the energy above the lowest of the compared OMol25 structures with the same formula, charge and spin, the calculation gives 0.0 kJ/mol. The multiplicity is 1. Its net charge is 0. As for the HOMO energy: -0.30035 hartree.

Each line ends with the Löwdin charge.
Positions of all 48 atoms, in Å:
C -1.693 -2.671 -2.715  -0.088
C -1.268 -1.596 -1.716  -0.162
C -2.251 -1.491 -0.567  -0.511
O -1.997 -1.859 0.563  0.056
N -3.466 -0.996 -0.917  0.059
C -4.406 -0.572 0.093  -0.158
C -4.253 0.936 0.390  -0.084
C -2.805 1.271 0.469  -0.320
N -2.149 1.758 -0.552  0.169
C -0.839 1.809 -0.161  -0.227
C 0.292 2.204 -0.862  0.047
C 1.517 2.089 -0.226  -0.264
N 2.680 2.462 -0.923  0.134
C 3.898 1.858 -0.935  -0.445
O 4.853 2.390 -1.466  0.076
C 3.987 0.501 -0.316  -0.165
C 5.098 0.195 0.462  -0.009
C 5.243 -1.063 1.016  0.004
C 4.270 -2.013 0.761  -0.269
F 4.402 -3.243 1.298  0.061
C 3.171 -1.744 -0.036  0.010
C 3.034 -0.480 -0.577  -0.022
C 1.609 1.632 1.098  -0.027
C 0.493 1.237 1.805  0.012
C -0.731 1.320 1.163  -0.163
N -2.010 1.003 1.544  -0.017
C -2.373 0.359 2.775  -0.004
H -2.662 -2.439 -3.152  0.068
H -0.962 -2.745 -3.517  0.073
H -1.761 -3.637 -2.220  0.081
H -0.293 -1.846 -1.296  0.107
H -1.197 -0.624 -2.209  0.110
H -3.545 -0.542 -1.815  0.144
H -4.185 -1.161 0.986  0.116
H -5.424 -0.789 -0.239  0.119
H -4.675 1.516 -0.431  0.118
H -4.780 1.189 1.310  0.111
H 0.216 2.572 -1.873  0.120
H 2.618 3.295 -1.496  0.159
H 5.845 0.956 0.629  0.124
H 6.093 -1.315 1.630  0.119
H 2.444 -2.518 -0.222  0.117
H 2.188 -0.259 -1.210  0.119
H 2.579 1.592 1.568  0.118
H 0.583 0.876 2.817  0.110
H -3.412 0.576 3.020  0.092
H -1.734 0.729 3.576  0.094
H -2.240 -0.722 2.678  0.090

***

(3)
2 unconnected molecules or ions with the total composition C20H21N2O8 at a distorted geometry. Source: the Open Molecules 2025 dataset; level of theory: ωB97M-V with the def2-TZVPD basis set.

The value obtained for the LUMO energy is 1.770 eV. For the energy above the lowest of the compared OMol25 structures with the same formula, charge and spin, the calculation gives 21.5 kJ/mol. The multiplicity is 1. Its net charge is -1. As for the HOMO energy: -0.13381 hartree.

Each line ends with the Löwdin charge.
Positions of all 51 atoms, in Å:
C 1.046 -5.952 -1.767  -0.104
O 1.117 -6.156 -0.377  -0.091
C 0.784 -5.050 0.393  -0.237
C 0.775 -5.213 1.783  -0.016
C 0.429 -4.189 2.621  -0.028
C 0.053 -2.942 2.105  -0.196
C -0.442 -1.879 2.980  0.104
C -1.613 -1.209 2.837  -0.027
C -1.906 -0.118 3.762  -0.367
O -1.152 0.146 4.681  0.087
N -3.078 0.616 3.557  0.024
C -3.368 1.695 4.460  -0.016
C -3.972 0.373 2.513  -0.410
O -4.952 1.075 2.348  0.084
N -3.714 -0.711 1.675  0.023
C -4.644 -0.980 0.610  -0.015
C -2.626 -1.573 1.844  -0.342
O -2.555 -2.583 1.170  0.089
C 0.108 -2.766 0.717  -0.014
C 0.460 -3.788 -0.119  0.002
H 1.322 -6.878 -2.276  0.089
H 0.026 -5.685 -2.047  0.094
H 1.748 -5.169 -2.058  0.095
H 1.024 -6.183 2.172  0.109
H 0.389 -4.346 3.685  0.112
H 0.156 -1.589 3.830  0.134
H -4.322 2.147 4.183  0.088
H -3.421 1.308 5.478  0.095
H -2.571 2.437 4.399  0.105
H -4.250 -1.783 -0.015  0.090
H -5.606 -1.276 1.029  0.097
H -4.775 -0.078 0.011  0.099
H -0.184 -1.812 0.315  0.112
H 0.482 -3.618 -1.178  0.105
C 4.557 3.631 -0.132  0.000
C 3.346 2.769 -0.518  -0.519
C 2.945 3.037 -1.970  -0.003
O 3.734 1.375 -0.418  0.041
C 2.694 0.473 -0.379  -0.546
O 2.837 -0.726 -0.616  -0.007
C 1.404 0.955 -0.047  -0.009
C 1.188 2.285 0.386  -0.550
O 0.072 2.605 0.793  -0.009
O 2.240 3.168 0.331  0.041
H 4.821 3.431 0.904  0.084
H 5.419 3.402 -0.757  0.083
H 4.327 4.691 -0.224  0.083
H 2.087 2.419 -2.217  0.085
H 2.665 4.080 -2.112  0.086
H 3.756 2.780 -2.649  0.086
H 0.581 0.267 -0.021  0.077

***

(4)
A molecular structure, C20H21N3O2S at a distorted geometry. Source: the Open Molecules 2025 dataset; level of theory: ωB97M-V with the def2-TZVPD basis set.

The value obtained for the LUMO energy is -0.494 eV. For the energy above the lowest of the compared OMol25 structures with the same formula, charge and spin, the calculation gives 259.4 kJ/mol. The multiplicity is 1. Its net charge is 0. As for the HOMO energy: -0.31278 hartree.

Each line ends with the Löwdin charge.
Positions of all 47 atoms, in Å:
C -0.443 6.336 2.310  -0.083
H -0.392 7.205 2.963  0.093
O 0.885 6.078 1.916  -0.080
C 1.120 5.044 1.068  -0.264
C 2.451 4.853 0.689  0.003
C 2.789 3.836 -0.179  -0.070
C 1.822 2.973 -0.668  -0.038
C 0.495 3.145 -0.289  -0.138
C 0.147 4.190 0.567  0.047
H -0.896 4.301 0.818  0.114
C -0.611 2.287 -0.786  -0.332
O -1.734 2.728 -0.922  0.108
C -0.310 0.828 -1.047  -0.229
C -0.783 0.413 -2.444  -0.145
C -0.652 -1.096 -2.623  -0.166
C -1.397 -1.827 -1.500  -0.175
N -0.978 -1.422 -0.171  -0.173
C -1.100 0.002 0.001  -0.134
H -0.770 0.268 1.009  0.133
H -2.159 0.264 -0.095  0.134
C 0.288 -1.988 0.247  -0.152
C 0.163 -3.466 0.519  -0.202
C -1.008 -3.978 1.016  0.032
C -1.082 -5.356 1.269  -0.350
N -2.123 -6.044 1.744  -0.249
S -1.705 -7.591 1.858  0.998
N -0.196 -7.481 1.318  -0.249
C 0.054 -6.205 1.019  -0.366
C 1.243 -5.652 0.515  -0.011
C 1.275 -4.308 0.275  -0.029
H 2.178 -3.861 -0.115  0.111
H 2.093 -6.289 0.328  0.113
H -1.857 -3.342 1.200  0.125
H 0.583 -1.493 1.179  0.138
H 1.101 -1.825 -0.480  0.116
H -1.260 -2.907 -1.590  0.120
H -2.467 -1.611 -1.582  0.128
H -1.065 -1.396 -3.586  0.113
H 0.404 -1.378 -2.612  0.107
H -0.199 0.938 -3.204  0.121
H -1.828 0.711 -2.557  0.122
H 0.755 0.619 -0.927  0.127
H 2.101 2.202 -1.369  0.108
H 3.819 3.712 -0.479  0.106
H 3.198 5.525 1.082  0.119
H -1.079 6.565 1.450  0.098
H -0.868 5.492 2.862  0.097

***

(5)
A molecular structure, C20H21N3O2Se2Tl at a distorted geometry. Source: the Open Molecules 2025 dataset; level of theory: ωB97M-V with the def2-TZVPD basis set.

The value obtained for the LUMO energy is 2.336 eV. For the energy above the lowest of the compared OMol25 structures with the same formula, charge and spin, the calculation gives 101.9 kJ/mol. The multiplicity is 1. Its net charge is -1. As for the HOMO energy: -0.12381 hartree.

Each line ends with the Löwdin charge.
Positions of all 49 atoms, in Å:
Tl 1.205 0.236 1.469  0.201
C 1.339 0.408 -3.885  -0.057
C 1.816 -0.685 -4.606  -0.079
C 1.692 -1.958 -4.053  -0.027
C 1.107 -2.059 -2.778  -0.218
N 0.730 -0.989 -2.094  0.123
C 0.846 0.213 -2.605  -0.133
C 0.888 -3.335 -2.030  -0.191
C 1.251 -4.593 -2.503  -0.021
C 0.947 -5.679 -1.688  -0.077
C 0.173 -5.517 -0.553  -0.010
C -0.165 -4.196 -0.145  -0.200
N 0.174 -3.170 -0.906  0.177
C -0.946 -3.829 1.034  -0.204
C -1.681 -4.713 1.830  -0.017
C -2.520 -4.228 2.841  -0.086
C -2.519 -2.902 3.123  -0.057
C -1.737 -2.067 2.318  -0.144
N -0.973 -2.510 1.341  0.110
H 1.437 1.435 -4.242  0.106
H 2.323 -0.622 -5.577  0.102
H 2.019 -2.859 -4.578  0.096
H 0.594 1.072 -2.010  0.067
H 1.878 -4.689 -3.374  0.095
H 1.305 -6.662 -1.954  0.098
H -0.034 -6.335 0.101  0.090
H -1.630 -5.749 1.719  0.077
H -3.000 -4.931 3.487  0.095
H -3.136 -2.489 3.885  0.096
H -1.709 -0.980 2.392  -0.029
O 0.346 6.675 1.082  -0.069
C -0.361 5.727 1.874  -0.191
C -0.172 4.230 1.396  -0.545
C -0.795 4.129 0.034  -0.265
O -0.106 4.879 -0.956  -0.073
C -0.914 3.415 2.507  -0.587
Se -1.219 1.459 2.465  0.320
C 1.312 3.934 1.323  -0.612
Se 2.098 2.543 0.232  0.334
H 1.221 6.313 1.056  0.047
H -1.389 5.931 1.751  0.109
H -0.068 5.808 2.886  0.108
H -1.847 4.363 0.013  0.119
H -0.780 3.107 -0.368  0.099
H -0.181 5.785 -0.659  0.055
H -1.881 3.896 2.699  0.048
H -0.347 3.553 3.414  0.028
H 1.608 3.777 2.342  0.051
H 1.804 4.858 0.952  0.038

***

Number 3 is which compound? C20H21N2O8